# 1
Computed, not measured: C6GaO6 as an isolated structure, with ωB97M-V/def2-TZVPD.

Structure (XYZ):
```
13
Properties=species:S:1:pos:R:3:mulliken_charge:R:1
O 0.00 3.29 -0.01 0.03
C 0.00 2.15 0.00 0.25
Ga 0.00 -0.02 0.02 1.33
O 0.00 0.00 -3.29 0.04
C 0.00 0.00 -2.15 0.25
C 0.00 -2.14 0.00 0.24
O 0.00 -3.29 -0.01 0.03
C -2.14 0.00 0.00 0.25
O -3.29 0.00 -0.01 0.03
C 2.14 0.00 0.00 0.25
O 3.29 0.00 -0.01 0.03
O 0.00 0.00 3.29 0.06
C 0.00 0.00 2.16 0.22
```

## Properties
Total charge   +3
LUMO energy   -14.628 eV
Frontier orbital gap   0.49592 Eh

# 2
Computed, not measured: C46H48BrN5OPd as an isolated structure, with ωB97M-V/def2-TZVPD.

Structure (XYZ):
```
102
Properties=species:S:1:pos:R:3:mulliken_spin:R:1
Pd 0.07 0.83 0.29 1.37
Br 3.19 -9.02 0.19 0.01
C 3.16 -7.54 -1.03 0.04
C 2.93 -7.79 -2.37 -0.01
C 3.17 -6.73 -3.25 0.03
C 3.53 -5.48 -2.75 0.04
C 3.75 -5.24 -1.39 0.03
C 3.55 -6.33 -0.51 -0.02
N 3.78 -4.50 -3.76 0.06
N 3.50 -3.33 -3.57 0.12
C 2.52 -2.85 -2.69 0.18
C 1.21 -3.38 -2.74 -0.03
C 0.21 -2.86 -1.90 0.07
C 0.47 -1.68 -1.19 0.21
O -0.50 -1.01 -0.59 0.35
C 1.80 -1.06 -1.20 -0.06
N 2.01 0.09 -0.52 0.05
C 3.17 0.72 -0.58 0.02
C 4.25 0.22 -1.25 0.00
C 4.08 -1.01 -1.91 0.05
C 2.81 -1.65 -1.92 0.05
H 2.70 -8.77 -2.77 0.00
H 3.09 -6.88 -4.32 0.00
H 4.09 -4.27 -0.92 0.00
H 3.71 -6.19 0.56 0.00
H 1.06 -4.20 -3.46 0.00
H -0.83 -3.22 -1.99 0.00
H 3.36 1.64 -0.04 0.00
H 5.14 0.74 -1.15 0.00
H 4.87 -1.33 -2.55 0.01
C 0.98 -2.86 1.95 0.01
C -0.25 -2.42 2.75 0.00
C -0.76 -3.50 3.75 0.00
C 0.11 -1.13 3.52 0.04
C 0.98 -1.22 4.62 -0.01
C 1.44 -0.10 5.29 0.03
C 0.89 1.17 4.98 0.00
C -0.04 1.33 3.96 -0.04
C -0.78 2.64 3.75 0.02
C -2.14 2.62 4.57 0.00
C 0.06 3.84 4.05 -0.01
C -0.32 0.15 3.22 0.06
N -1.09 0.42 1.97 -0.01
C -2.38 0.25 1.94 0.05
C -3.26 0.65 0.86 0.08
C -4.61 0.38 1.05 -0.05
C -5.61 0.79 0.13 0.20
C -5.30 1.54 -0.96 -0.09
C -3.97 1.95 -1.18 0.26
C -2.92 1.48 -0.32 0.01
N -1.64 1.82 -0.57 0.78
C -1.20 2.66 -1.71 -0.03
C -0.63 3.89 -1.35 0.02
C -0.31 4.81 -2.35 -0.03
C -0.56 4.51 -3.70 0.05
C -1.03 3.21 -4.02 -0.02
C -1.38 2.32 -3.08 0.02
C -1.81 0.94 -3.46 0.02
C -0.56 0.22 -4.01 0.00
C -2.97 0.84 -4.46 -0.01
C -0.25 4.24 0.06 0.02
C 1.23 4.03 0.18 0.02
C -0.60 5.63 0.50 0.01
H 0.82 -3.84 1.45 0.00
H 1.87 -2.92 2.55 0.00
H 1.18 -2.06 1.22 0.01
H -1.08 -2.18 2.06 0.00
H -0.03 -3.69 4.52 0.00
H -0.87 -4.43 3.21 0.00
H -1.69 -3.17 4.23 0.00
H 1.20 -2.18 5.04 0.00
H 2.09 -0.20 6.19 0.00
H 1.31 1.90 5.65 0.00
H -1.09 2.69 2.67 0.02
H -1.87 2.67 5.63 0.00
H -2.61 1.63 4.50 0.00
H -2.83 3.38 4.21 0.00
H 0.41 3.80 5.05 0.00
H -0.54 4.79 3.89 0.00
H 0.94 3.89 3.39 0.00
H -2.87 -0.23 2.79 0.02
H -4.91 -0.13 1.96 0.00
H -6.66 0.46 0.31 0.00
H -6.13 1.80 -1.61 0.00
H -3.70 2.58 -2.02 0.03
H 0.08 5.78 -2.09 0.00
H -0.48 5.24 -4.48 0.00
H -1.25 2.99 -5.07 0.00
H -2.04 0.46 -2.52 -0.01
H -0.18 0.74 -4.88 0.00
H -0.84 -0.82 -4.39 0.00
H 0.21 0.15 -3.25 0.00
H -2.61 1.22 -5.42 0.00
H -3.82 1.48 -4.20 0.00
H -3.31 -0.17 -4.62 0.00
H -0.70 3.56 0.70 -0.02
H 1.75 4.50 -0.64 0.00
H 1.57 2.99 0.19 -0.01
H 1.49 4.47 1.11 0.00
H 0.06 6.39 0.15 0.00
H -0.39 5.62 1.57 0.00
H -1.65 5.81 0.32 0.00
```

## Properties
Total charge   +2
LUMO energy (spin up / spin down)   -6.142 / -7.796 eV
Frontier orbital gap (spin up / spin down)   0.25525 / 0.20639 Eh
<S²>   6.1182
Spin multiplicity   5

# 3
Computed, not measured: C50H88Br21Cl10O11P as an isolated structure, with ωB97M-V/def2-TZVPD.

Structure (XYZ):
```
181
Properties=species:S:1:pos:R:3:mulliken_charge:R:1
C 2.70 -3.75 -1.32 -0.96
C 1.40 -2.90 -1.20 1.56
C 1.60 -1.48 -0.76 0.91
C 0.31 -0.72 -0.73 0.63
P 0.39 1.10 -0.20 0.03
C -1.26 1.65 0.44 1.36
C -1.48 3.17 0.61 0.35
C -2.71 3.61 1.45 0.68
C -3.97 2.92 1.04 -0.43
C 1.64 1.22 1.06 0.35
C 1.28 0.58 2.39 2.17
C 2.26 0.77 3.58 -0.30
C 1.61 0.33 4.89 -0.02
C 0.95 2.21 -1.59 -0.84
C 2.18 1.80 -2.36 0.73
C 2.78 2.90 -3.27 -0.81
C 3.86 2.38 -4.17 -0.91
H 3.41 -3.36 -2.05 0.44
H 2.54 -4.83 -1.29 0.05
H 3.24 -3.54 -0.40 0.32
H 0.72 -3.33 -0.46 -1.03
H 0.85 -2.95 -2.14 -0.39
H 2.34 -1.06 -1.44 -0.13
H 2.04 -1.50 0.24 -0.74
H -0.27 -1.16 0.08 -1.04
H -0.28 -0.91 -1.63 0.73
H -1.54 1.13 1.35 -0.55
H -2.07 1.22 -0.15 -0.54
H -1.46 3.64 -0.38 0.52
H -0.61 3.62 1.09 -0.88
H -2.91 4.66 1.24 0.19
H -2.44 3.49 2.50 -0.69
H -4.81 3.32 1.60 0.70
H -3.86 1.87 1.30 -0.59
H -4.11 2.99 -0.04 0.06
H 1.78 2.30 1.18 -0.03
H 2.43 0.69 0.53 0.04
H 1.07 -0.48 2.27 -0.53
H 0.34 1.04 2.70 -1.19
H 2.53 1.83 3.64 0.19
H 3.13 0.17 3.31 0.27
H 2.15 0.46 5.83 0.08
H 1.39 -0.74 4.94 -0.19
H 0.69 0.90 5.02 -0.39
H 1.16 3.16 -1.09 0.14
H 0.17 2.36 -2.34 0.49
H 1.90 0.99 -3.03 -0.35
H 3.01 1.48 -1.73 -0.01
H 3.01 3.78 -2.65 0.42
H 1.92 3.22 -3.86 0.36
H 4.77 2.22 -3.60 0.24
H 4.28 3.14 -4.82 0.43
H 3.54 1.52 -4.76 -0.06
C -3.69 2.19 -2.82 -0.08
C -2.71 1.29 -3.53 -0.95
O -1.90 0.54 -2.72 -0.04
H -4.23 2.61 -3.67 0.41
H -3.13 2.98 -2.30 0.01
H -4.35 1.58 -2.20 -0.49
H -2.16 1.97 -4.19 0.20
H -3.29 0.67 -4.23 0.32
O 2.37 -7.71 -1.30 -0.56
C 1.29 -8.10 -0.86 0.37
O 1.11 -9.35 -0.35 -0.37
C -0.29 -9.52 -0.15 -0.55
C -0.87 -8.12 -0.04 -0.47
C 0.08 -7.21 -0.80 0.87
H -0.51 -10.14 0.72 0.41
H -0.77 -10.03 -0.99 0.24
H -0.84 -7.80 1.01 0.10
H -1.86 -8.06 -0.48 0.34
H 0.22 -6.23 -0.35 -0.32
H -0.26 -7.09 -1.83 -0.06
O 2.21 -1.48 -9.94 -0.60
C 3.10 -1.21 -9.16 0.53
O 4.21 -0.44 -9.42 -0.39
C 5.15 -0.62 -8.35 -0.64
C 4.27 -0.93 -7.11 0.47
C 3.22 -1.85 -7.83 0.27
H 5.62 0.35 -8.22 0.38
H 5.95 -1.36 -8.46 0.29
H 3.85 0.00 -6.74 -0.65
H 4.89 -1.48 -6.40 0.52
H 2.21 -1.79 -7.43 -0.51
H 3.63 -2.86 -7.86 0.30
O -1.53 -0.87 2.98 0.12
C -2.25 -0.22 3.74 -0.53
O -1.72 0.76 4.53 0.33
C -2.70 1.42 5.32 -0.03
C -4.03 1.11 4.66 -0.45
C -3.79 -0.24 3.94 0.71
H -2.64 2.50 5.39 -0.42
H -2.72 1.03 6.33 0.26
H -4.19 1.92 3.94 -0.02
H -4.90 1.18 5.31 0.46
H -4.31 -0.35 2.99 -0.92
H -3.90 -1.12 4.58 0.47
O 2.99 4.41 0.84 -0.55
C 2.09 5.27 1.03 0.48
O 0.99 5.38 0.30 -0.27
C 0.06 6.32 0.73 0.47
C 0.85 7.18 1.70 -0.59
C 2.02 6.34 2.14 -0.25
H -0.73 5.77 1.24 -0.59
H -0.48 6.78 -0.09 0.44
H 0.23 7.41 2.56 0.29
H 1.07 8.12 1.19 0.33
H 1.92 5.81 3.09 -0.02
H 2.90 6.97 2.08 0.35
O -6.29 -3.03 1.35 -0.67
C -5.80 -2.39 0.48 0.38
O -4.71 -1.73 0.77 -0.21
C -4.24 -1.03 -0.35 1.92
C -5.38 -1.00 -1.37 0.26
C -6.22 -2.18 -0.96 -0.56
H -3.40 -1.52 -0.83 -0.85
H -3.85 -0.02 -0.21 -0.78
H -5.02 -0.94 -2.40 0.46
H -5.97 -0.09 -1.23 -0.59
H -5.88 -3.06 -1.50 0.13
H -7.28 -1.92 -0.98 0.33
C 5.06 -0.28 6.05 -0.05
Cl 4.14 -0.06 7.56 -0.19
Cl 4.61 -1.82 5.24 -0.11
H 4.74 0.55 5.43 -0.04
H 6.12 -0.23 6.27 0.40
C -2.30 -3.10 -3.10 1.58
Cl -3.93 -3.60 -3.66 -0.19
Cl -1.25 -4.51 -2.84 -0.10
H -1.79 -2.37 -3.73 -0.28
H -2.36 -2.58 -2.14 -0.97
C -2.49 -4.11 1.91 -0.19
Cl -1.53 -5.46 2.48 -0.10
Cl -1.70 -3.23 0.64 0.17
H -3.45 -4.48 1.55 0.44
H -2.65 -3.43 2.75 -0.22
C 0.13 -1.90 8.04 -0.12
Cl -0.09 -3.10 9.32 -0.17
Cl -1.37 -1.63 7.05 -0.12
H 0.50 -0.93 8.37 0.30
H 0.91 -2.30 7.39 0.09
C 2.68 4.21 -7.55 -0.14
Cl 3.53 2.68 -7.79 -0.03
Cl 3.88 5.58 -7.66 -0.18
H 1.93 4.37 -8.32 0.38
H 2.35 4.21 -6.51 -0.02
C 5.38 1.56 1.10 0.38
Br 5.73 2.62 -0.55 -0.03
Br 6.80 1.98 2.33 -0.04
Br 5.27 -0.42 0.63 0.02
H 4.40 1.83 1.49 -0.37
C 5.36 -5.87 -1.35 -0.32
Br 6.26 -4.08 -1.52 -0.06
Br 4.65 -6.16 0.43 0.03
Br 6.77 -7.18 -1.73 -0.06
H 4.53 -6.00 -2.05 0.39
C -4.62 6.32 3.81 -0.50
Br -3.46 7.17 2.39 -0.04
Br -5.25 7.78 5.13 -0.08
Br -3.57 4.89 4.69 0.10
H -5.51 5.82 3.46 0.52
C -7.82 1.29 0.44 -0.35
Br -7.09 2.55 -0.91 -0.03
Br -9.48 2.02 1.26 -0.05
Br -6.43 1.13 1.85 0.11
H -8.06 0.33 -0.01 0.33
C 1.70 -3.85 2.74 0.58
Br 3.26 -2.72 2.39 -0.07
Br 0.39 -3.15 4.13 -0.09
Br 2.32 -5.64 3.27 -0.07
H 1.11 -3.98 1.83 -0.60
C 0.41 4.16 6.02 -0.63
Br 0.03 6.02 6.63 -0.09
Br 2.38 3.78 6.22 -0.09
Br -0.13 3.76 4.21 0.29
H -0.10 3.55 6.77 0.60
C 0.22 -0.73 -5.50 0.38
Br -0.47 -1.62 -7.17 -0.04
Br 0.95 1.12 -5.81 0.06
Br 1.69 -1.91 -4.78 0.03
H -0.53 -0.69 -4.71 -0.49
```

## Properties
Total charge   0
LUMO energy   -1.441 eV
Frontier orbital gap   0.19579 Eh

DFT total energy across the listed records, respectively: -70844.77280; -131483.47342; -1681201.10103 eV.